No. 1
Molecular formula: C15H15ClN4O
Method: DFT, ωB97M-V with the def2-TZVPD basis set

Calculated values
- lowest unoccupied orbital energy (eV) = 0.01
- SMILES = COc1ccc(-c2ccc(Cl)nn2)c2cc(C(C)C)nn12
- energy above the lowest of the compared OMol25 structures with the same formula, charge and spin (kcal/mol) = 38.9

Structure (ORCA input):
```
! RIJCOSX wB97M-V def2-TZVPD def2/J DEFGRID3
* xyz 0 1
C -1.9251 -3.7037 1.8678
O -0.5812 -3.4950 1.4782
C -0.1327 -2.2993 0.9875
C 1.2177 -2.1687 1.0256
C 1.8947 -1.0406 0.4093
C 1.1654 -0.0092 -0.2173
C 1.9320 1.0421 -0.9384
C 1.3396 1.6860 -2.0576
C 2.1439 2.6167 -2.7246
C 3.4440 2.8998 -2.2693
Cl 4.3693 4.0785 -3.1570
N 3.9258 2.2308 -1.1830
N 3.1568 1.3578 -0.4970
C -0.3005 -0.0698 -0.0482
C -1.3090 0.8275 -0.2239
C -2.5397 0.1236 0.0917
C -3.9085 0.6737 -0.0148
C -4.5418 0.9219 1.3467
C -4.8151 -0.2321 -0.8448
N -2.2951 -1.0454 0.5887
N -0.9290 -1.2180 0.4768
H -2.1907 -3.0691 2.7100
H -2.1059 -4.7531 2.1305
H -2.5698 -3.4922 1.0383
H 1.8211 -2.9568 1.4095
H 3.0007 -1.0783 0.3205
H 0.3483 1.4328 -2.3920
H 1.8391 3.1230 -3.6377
H -1.2338 1.8355 -0.5720
H -3.8164 1.6144 -0.5370
H -4.5317 -0.0031 1.9665
H -5.5633 1.2881 1.2321
H -3.9865 1.7000 1.9115
H -5.6658 0.3164 -1.1656
H -4.2287 -0.6337 -1.7220
H -5.1335 -1.1254 -0.2815
*
```

The molecule's Löwdin atomic charges, reported in e, are given here: atom 1 (C): -0.075, atom 2 (O): -0.055, atom 3 (C): -0.199, atom 4 (C): -0.004, atom 5 (C): 0.013, atom 6 (C): -0.095, atom 7 (C): -0.234, atom 8 (C): 0.015, atom 9 (C): -0.086, atom 10 (C): -0.709, atom 11 (Cl): 0.663, atom 12 (N): 0.023, atom 13 (N): 0.072, atom 14 (C): -0.140, atom 15 (C): 0.033, atom 16 (C): -0.288, atom 17 (C): -0.396, atom 18 (C): -0.073, atom 19 (C): -0.071, atom 20 (N): 0.156, atom 21 (N): 0.040, atom 22 (H): 0.092, atom 23 (H): 0.095, atom 24 (H): 0.066, atom 25 (H): 0.108, atom 26 (H): 0.120, atom 27 (H): 0.107, atom 28 (H): 0.098, atom 29 (H): 0.102, atom 30 (H): 0.128, atom 31 (H): 0.089, atom 32 (H): 0.075, atom 33 (H): 0.086, atom 34 (H): 0.060, atom 35 (H): 0.098, atom 36 (H): 0.084



No. 2
Molecular formula: C15H15FeN
Method: DFT, ωB97M-V with the def2-TZVPD basis set

Calculated values
- lowest unoccupied orbital energy (alpha / beta) (eV) = 3.25 / 3.25

Structure (ORCA input):
```
! RIJCOSX wB97M-V def2-TZVPD def2/J DEFGRID3
* xyz -1 6
C -0.4296 1.0519 -2.0825
C 0.9675 1.1897 -1.8452
C 1.1379 2.0149 -0.6973
C -0.1514 2.3768 -0.2183
C -1.1226 1.7781 -1.0723
Fe 0.0000 0.0000 0.0000
N -1.3144 -1.3063 0.0291
C -0.3596 -2.3518 -0.4936
C 1.0297 -1.6943 -0.6889
H 2.0922 2.2874 -0.2424
H 1.7669 0.7414 -2.4356
H -0.3635 2.9780 0.6672
H -2.2064 1.8476 -0.9597
H -0.8913 0.4553 -2.8715
H 1.3940 -1.7685 -1.7236
H -0.3105 -3.1937 0.2266
H -2.2888 -1.6088 0.0241
H 1.7858 -2.0558 0.0242
H -0.7359 -2.7420 -1.4599
C -0.0934 -0.0339 2.0809
C -0.0852 -0.0579 3.2915
C -0.0491 -0.0471 4.7389
C -1.0897 0.5595 5.4582
C -1.0434 0.6142 6.8562
C 0.0433 0.0676 7.5441
C 1.0851 -0.5376 6.8349
C 1.0427 -0.5944 5.4349
H -1.9337 0.9941 4.9378
H -1.8476 1.0856 7.4065
H 0.0793 0.1167 8.6257
H 1.9271 -0.9565 7.3721
H 1.8616 -1.0594 4.8997
*
```

The molecule's Löwdin atomic charges, reported in e, are given here: atom 1 (C): -0.205, atom 2 (C): -0.212, atom 3 (C): -0.199, atom 4 (C): -0.210, atom 5 (C): -0.207, atom 6 (Fe): 0.641, atom 7 (N): -0.177, atom 8 (C): -0.410, atom 9 (C): -0.235, atom 10 (H): 0.092, atom 11 (H): 0.091, atom 12 (H): 0.094, atom 13 (H): 0.093, atom 14 (H): 0.095, atom 15 (H): 0.017, atom 16 (H): 0.076, atom 17 (H): 0.029, atom 18 (H): 0.016, atom 19 (H): 0.075, atom 20 (C): -0.050, atom 21 (C): -0.162, atom 22 (C): -0.270, atom 23 (C): -0.053, atom 24 (C): -0.108, atom 25 (C): -0.131, atom 26 (C): -0.108, atom 27 (C): -0.049, atom 28 (H): 0.105, atom 29 (H): 0.087, atom 30 (H): 0.083, atom 31 (H): 0.087, atom 32 (H): 0.106



No. 3
Molecular formula: C15H15N2O8ReS2
Method: DFT, ωB97M-V with the def2-TZVPD basis set

Calculated values
- lowest unoccupied orbital energy (alpha / beta) (eV) = -6.03 / -5.71
- energy above the lowest of the compared OMol25 structures with the same formula, charge and spin (kcal/mol) = 11.9

Structure (ORCA input):
```
! RIJCOSX wB97M-V def2-TZVPD def2/J DEFGRID3
* xyz 1 2
Re 1.5449 1.5182 -0.1464
O -0.5414 5.9355 3.0787
C -0.2773 4.8981 3.8552
O -0.3855 4.9233 5.0469
C 0.2806 3.6722 3.1925
C 0.6816 2.5388 3.8920
N 1.1322 1.6447 2.9995
N 1.0262 2.1187 1.7538
C 0.5256 3.3519 1.8591
C 0.4375 4.0853 0.5653
O -0.0773 5.1623 0.4427
O 1.0677 3.4105 -0.3925
H -0.3545 5.7837 2.1298
H 0.6809 2.3512 4.9524
H 1.5320 0.7326 3.1611
O 3.5339 2.1751 -0.1391
S 3.7970 0.9665 -1.0430
O 5.1052 0.7726 -1.5267
O 2.6503 1.1451 -2.0007
S 2.8183 -0.3278 0.2947
C -0.9889 -5.3751 -2.6627
C -1.0129 -4.0109 -2.0664
C -0.4083 -2.9381 -2.7193
C -0.3951 -1.6677 -2.1818
C 0.1524 -0.5410 -2.9899
C -1.0309 -1.4649 -0.9222
C -1.0909 -0.2172 -0.2720
O -0.3064 0.7774 -0.3514
C -1.7320 -2.5403 -0.2806
C -2.4892 -2.3666 1.0014
C -1.6739 -3.7897 -0.8507
H -0.6291 -5.3577 -3.6883
H -1.9834 -5.8214 -2.6437
H -0.3306 -6.0225 -2.0784
H 0.0408 -3.0999 -3.6893
H 0.1804 -0.8290 -4.0391
H 1.1658 -0.2840 -2.7001
H -0.4677 0.3517 -2.9035
H -1.9237 -0.0470 0.4147
H -1.8409 -2.0775 1.8276
H -2.9679 -3.3038 1.2719
H -3.2745 -1.6163 0.9101
H -2.1711 -4.6170 -0.3615
*
```

The molecule's Löwdin atomic charges, reported in e, are given here: atom 1 (Re): 1.413, atom 2 (O): 0.166, atom 3 (C): -0.482, atom 4 (O): 0.149, atom 5 (C): -0.006, atom 6 (C): 0.067, atom 7 (N): 0.081, atom 8 (N): -0.103, atom 9 (C): -0.102, atom 10 (C): -0.465, atom 11 (O): 0.168, atom 12 (O): -0.141, atom 13 (H): 0.083, atom 14 (H): 0.159, atom 15 (H): 0.174, atom 16 (O): -0.479, atom 17 (S): 0.275, atom 18 (O): -0.226, atom 19 (O): -0.465, atom 20 (S): 0.462, atom 21 (C): -0.019, atom 22 (C): -0.205, atom 23 (C): 0.023, atom 24 (C): -0.161, atom 25 (C): -0.017, atom 26 (C): -0.100, atom 27 (C): -0.091, atom 28 (O): -0.193, atom 29 (C): -0.178, atom 30 (C): -0.031, atom 31 (C): 0.018, atom 32 (H): 0.088, atom 33 (H): 0.098, atom 34 (H): 0.104, atom 35 (H): 0.131, atom 36 (H): 0.100, atom 37 (H): 0.054, atom 38 (H): 0.100, atom 39 (H): 0.143, atom 40 (H): 0.095, atom 41 (H): 0.089, atom 42 (H): 0.095, atom 43 (H): 0.131



No. 4
Molecular formula: C15H15NO5
Method: DFT, ωB97M-V with the def2-TZVPD basis set

Calculated values
- lowest unoccupied orbital energy (eV) = -0.85
- SMILES = O=C(/C=C/c1cccc([N+](=O)[O-])c1)O[C@H]1CCCCC1=O
- energy above the lowest of the compared OMol25 structures with the same formula, charge and spin (kcal/mol) = 70.3

Structure (ORCA input):
```
! RIJCOSX wB97M-V def2-TZVPD def2/J DEFGRID3
* xyz 0 1
O 1.7859 0.6485 0.7548
C 0.9218 0.1478 0.0801
C -0.4540 0.6531 -0.0632
C -0.8400 1.7504 0.5966
C -2.1484 2.3780 0.5601
C -3.1717 1.9570 -0.2966
C -4.4054 2.5829 -0.3001
C -4.6543 3.6451 0.5509
C -3.6413 4.0690 1.4025
N -3.8869 5.1784 2.2966
O -4.9798 5.6995 2.2547
O -2.9860 5.5165 3.0322
C -2.4003 3.4528 1.4130
O 1.0909 -0.9639 -0.6543
C 2.3962 -1.5509 -0.6473
C 2.5447 -2.5679 0.4847
C 3.6792 -3.5223 0.1307
C 3.2919 -4.4052 -1.0607
C 2.3416 -3.6815 -2.0306
C 2.5692 -2.1963 -2.0294
O 2.8263 -1.5432 -3.0039
H -1.0906 0.0836 -0.7211
H -0.1048 2.2256 1.2352
H -2.9957 1.1352 -0.9721
H -5.1790 2.2425 -0.9709
H -5.6079 4.1496 0.5678
H -1.6396 3.8142 2.0891
H 3.1322 -0.7426 -0.5358
H 2.7502 -2.0419 1.4179
H 1.6097 -3.1187 0.6061
H 3.9281 -4.1464 0.9891
H 4.5633 -2.9308 -0.1175
H 4.1940 -4.7043 -1.5951
H 2.8032 -5.3145 -0.7073
H 1.3070 -3.8307 -1.7123
H 2.4505 -4.0688 -3.0436
*
```

The molecule's Löwdin atomic charges, reported in e, are given here: atom 1 (O): 0.118, atom 2 (C): -0.480, atom 3 (C): 0.030, atom 4 (C): -0.005, atom 5 (C): -0.191, atom 6 (C): -0.006, atom 7 (C): -0.050, atom 8 (C): 0.011, atom 9 (C): -0.140, atom 10 (N): -0.363, atom 11 (O): 0.085, atom 12 (O): 0.088, atom 13 (C): 0.060, atom 14 (O): 0.043, atom 15 (C): -0.231, atom 16 (C): -0.129, atom 17 (C): -0.185, atom 18 (C): -0.177, atom 19 (C): -0.104, atom 20 (C): -0.339, atom 21 (O): 0.133, atom 22 (H): 0.112, atom 23 (H): 0.127, atom 24 (H): 0.111, atom 25 (H): 0.111, atom 26 (H): 0.120, atom 27 (H): 0.128, atom 28 (H): 0.163, atom 29 (H): 0.123, atom 30 (H): 0.130, atom 31 (H): 0.113, atom 32 (H): 0.121, atom 33 (H): 0.111, atom 34 (H): 0.111, atom 35 (H): 0.130, atom 36 (H): 0.123



No. 5
Molecular formula: C15H16AsBCrF6NO2
Method: DFT, ωB97M-V with the def2-TZVPD basis set

Calculated values
- lowest unoccupied orbital energy (alpha / beta) (eV) = 0.37 / -3.08
- energy above the lowest of the compared OMol25 structures with the same formula, charge and spin (kcal/mol) = 0.0

Structure (ORCA input):
```
! RIJCOSX wB97M-V def2-TZVPD def2/J DEFGRID3
* xyz 0 6
Cr 0.8325 -0.6850 0.9677
C -0.9822 -0.7462 3.3602
N -0.0509 0.2132 2.7460
C 1.0801 0.4391 3.6682
C -0.7794 1.4987 2.5277
C -0.0772 2.4878 1.6152
C 0.8099 3.3721 2.2199
C 1.5000 4.3238 1.4849
C 1.2823 4.4159 0.1208
C 0.3833 3.5515 -0.4836
C -0.3166 2.5780 0.2357
H -1.3955 -0.3420 4.2920
H -0.4587 -1.6761 3.5746
H -1.7930 -0.9684 2.6687
H 0.7211 0.8383 4.6251
H 1.7879 1.1237 3.2098
H 1.5923 -0.5046 3.8543
H -0.9136 1.9696 3.5086
H -1.7739 1.2558 2.1534
H 0.9640 3.3128 3.2913
H 2.1978 4.9888 1.9771
H 1.8071 5.1554 -0.4700
H 0.2235 3.6251 -1.5505
F -0.2475 -2.2268 0.7175
As 0.8946 -0.6217 -1.9034
F 2.3441 0.3963 0.9312
F 1.8946 -1.9856 -2.2406
F 1.4751 0.3194 -3.2131
F -0.5154 -1.1909 -2.7017
F -0.6980 1.4601 -1.9268
O -1.4170 0.2944 -0.0635
B -1.2092 1.6728 -0.6712
O -2.6931 2.1006 -0.8484
C -3.4250 1.0408 -0.7325
C -4.8011 0.8954 -0.9722
C -5.3315 -0.3480 -0.7705
C -4.5404 -1.4651 -0.3320
C -3.1996 -1.3573 -0.0754
C -2.6446 -0.0900 -0.2730
H -5.3889 1.7362 -1.3107
H -6.3852 -0.5092 -0.9546
H -5.0289 -2.4227 -0.2116
H -2.5562 -2.1691 0.2379
*
```

The molecule's Löwdin atomic charges, reported in e, are given here: atom 1 (Cr): 0.752, atom 2 (C): -0.078, atom 3 (N): -0.324, atom 4 (C): -0.081, atom 5 (C): -0.123, atom 6 (C): -0.157, atom 7 (C): -0.046, atom 8 (C): -0.062, atom 9 (C): -0.060, atom 10 (C): -0.016, atom 11 (C): -0.018, atom 12 (H): 0.100, atom 13 (H): 0.096, atom 14 (H): 0.081, atom 15 (H): 0.100, atom 16 (H): 0.076, atom 17 (H): 0.097, atom 18 (H): 0.130, atom 19 (H): 0.124, atom 20 (H): 0.112, atom 21 (H): 0.105, atom 22 (H): 0.106, atom 23 (H): 0.119, atom 24 (F): -0.537, atom 25 (As): 1.240, atom 26 (F): -0.533, atom 27 (F): -0.328, atom 28 (F): -0.297, atom 29 (F): -0.295, atom 30 (F): 0.122, atom 31 (O): 0.075, atom 32 (B): -0.858, atom 33 (O): 0.230, atom 34 (C): -0.171, atom 35 (C): 0.030, atom 36 (C): -0.032, atom 37 (C): -0.020, atom 38 (C): 0.035, atom 39 (C): -0.171, atom 40 (H): 0.129, atom 41 (H): 0.113, atom 42 (H): 0.115, atom 43 (H): 0.118



No. 6
Molecular formula: C15H16AuBrCl2SSi
Method: DFT, ωB97M-V with the def2-TZVPD basis set

Calculated values
- lowest unoccupied orbital energy (eV) = 0.25
- energy above the lowest of the compared OMol25 structures with the same formula, charge and spin (kcal/mol) = 3.7

Structure (ORCA input):
```
! RIJCOSX wB97M-V def2-TZVPD def2/J DEFGRID3
* xyz 0 1
Au -0.2434 -0.2741 -1.4489
Cl -2.0380 1.8961 0.0882
C -2.4429 1.0364 1.5347
C -3.1711 1.7190 2.4967
C -3.5841 1.0664 3.6426
C -3.2834 -0.2740 3.8252
C -2.5481 -0.9452 2.8636
Cl -2.2150 -2.6220 3.1481
C -2.0888 -0.3016 1.7067
S -1.1364 -1.2645 0.5444
H -3.4131 2.7587 2.3280
H -4.1526 1.6003 4.3915
H -3.6151 -0.8095 4.7029
Br 2.5713 1.7519 -7.2350
C 1.7932 1.1831 -5.5972
C 1.6732 2.0778 -4.5541
C 1.0968 1.6513 -3.3637
C 0.6299 0.3432 -3.1816
C 0.7797 -0.5244 -4.2720
C 1.3525 -0.1206 -5.4692
H 2.0254 3.0945 -4.6654
H 1.0155 2.3700 -2.5563
H 0.4398 -1.5503 -4.1943
H 1.4523 -0.8106 -6.2963
C 1.5782 0.6336 1.0629
Si 0.8766 -1.0549 1.3933
C 0.7966 -1.2686 3.2471
C 1.8903 -2.3959 0.5887
H 2.3989 0.7811 1.7753
H 0.8539 1.4318 1.2259
H 1.9788 0.7251 0.0546
H 1.7979 -1.1783 3.6736
H 0.3912 -2.2414 3.5298
H 0.1774 -0.4933 3.7042
H 2.8516 -2.4286 1.1089
H 2.0768 -2.1791 -0.4636
H 1.4342 -3.3833 0.6611
*
```

The molecule's Löwdin atomic charges, reported in e, are given here: atom 1 (Au): 0.591, atom 2 (Cl): 0.685, atom 3 (C): -0.656, atom 4 (C): -0.105, atom 5 (C): -0.063, atom 6 (C): -0.103, atom 7 (C): -0.671, atom 8 (Cl): 0.720, atom 9 (C): -0.592, atom 10 (S): 0.642, atom 11 (H): 0.107, atom 12 (H): 0.113, atom 13 (H): 0.108, atom 14 (Br): 0.702, atom 15 (C): -0.709, atom 16 (C): -0.152, atom 17 (C): -0.158, atom 18 (C): -0.361, atom 19 (C): -0.161, atom 20 (C): -0.151, atom 21 (H): 0.095, atom 22 (H): 0.080, atom 23 (H): 0.079, atom 24 (H): 0.095, atom 25 (C): -0.217, atom 26 (Si): 0.251, atom 27 (C): -0.213, atom 28 (C): -0.204, atom 29 (H): 0.040, atom 30 (H): 0.021, atom 31 (H): 0.016, atom 32 (H): 0.041, atom 33 (H): -0.001, atom 34 (H): 0.036, atom 35 (H): 0.040, atom 36 (H): 0.022, atom 37 (H): 0.036



What did the fourth record say?
Molecular formula: C15H15NO5
Method: DFT, ωB97M-V with the def2-TZVPD basis set

Calculated values
- lowest unoccupied orbital energy (eV) = -0.85
- SMILES = O=C(/C=C/c1cccc([N+](=O)[O-])c1)O[C@H]1CCCCC1=O
- energy above the lowest of the compared OMol25 structures with the same formula, charge and spin (kcal/mol) = 70.3

Structure (ORCA input):
```
! RIJCOSX wB97M-V def2-TZVPD def2/J DEFGRID3
* xyz 0 1
O 1.7859 0.6485 0.7548
C 0.9218 0.1478 0.0801
C -0.4540 0.6531 -0.0632
C -0.8400 1.7504 0.5966
C -2.1484 2.3780 0.5601
C -3.1717 1.9570 -0.2966
C -4.4054 2.5829 -0.3001
C -4.6543 3.6451 0.5509
C -3.6413 4.0690 1.4025
N -3.8869 5.1784 2.2966
O -4.9798 5.6995 2.2547
O -2.9860 5.5165 3.0322
C -2.4003 3.4528 1.4130
O 1.0909 -0.9639 -0.6543
C 2.3962 -1.5509 -0.6473
C 2.5447 -2.5679 0.4847
C 3.6792 -3.5223 0.1307
C 3.2919 -4.4052 -1.0607
C 2.3416 -3.6815 -2.0306
C 2.5692 -2.1963 -2.0294
O 2.8263 -1.5432 -3.0039
H -1.0906 0.0836 -0.7211
H -0.1048 2.2256 1.2352
H -2.9957 1.1352 -0.9721
H -5.1790 2.2425 -0.9709
H -5.6079 4.1496 0.5678
H -1.6396 3.8142 2.0891
H 3.1322 -0.7426 -0.5358
H 2.7502 -2.0419 1.4179
H 1.6097 -3.1187 0.6061
H 3.9281 -4.1464 0.9891
H 4.5633 -2.9308 -0.1175
H 4.1940 -4.7043 -1.5951
H 2.8032 -5.3145 -0.7073
H 1.3070 -3.8307 -1.7123
H 2.4505 -4.0688 -3.0436
*
```

The molecule's Löwdin atomic charges, reported in e, are given here: atom 1 (O): 0.118, atom 2 (C): -0.480, atom 3 (C): 0.030, atom 4 (C): -0.005, atom 5 (C): -0.191, atom 6 (C): -0.006, atom 7 (C): -0.050, atom 8 (C): 0.011, atom 9 (C): -0.140, atom 10 (N): -0.363, atom 11 (O): 0.085, atom 12 (O): 0.088, atom 13 (C): 0.060, atom 14 (O): 0.043, atom 15 (C): -0.231, atom 16 (C): -0.129, atom 17 (C): -0.185, atom 18 (C): -0.177, atom 19 (C): -0.104, atom 20 (C): -0.339, atom 21 (O): 0.133, atom 22 (H): 0.112, atom 23 (H): 0.127, atom 24 (H): 0.111, atom 25 (H): 0.111, atom 26 (H): 0.120, atom 27 (H): 0.128, atom 28 (H): 0.163, atom 29 (H): 0.123, atom 30 (H): 0.130, atom 31 (H): 0.113, atom 32 (H): 0.121, atom 33 (H): 0.111, atom 34 (H): 0.111, atom 35 (H): 0.130, atom 36 (H): 0.123



Number 2 is which compound?
C15H15FeN